20
Properties=species:S:1:pos:R:3 method="wB97M-V/def2-TZVPD" e_tot_ha=-348.84985 e_above_lowest_kcal_mol=187.5 orbital_gap_ev=8.44 charge=0
C 0.949 2.129 -0.087
C 0.785 0.612 0.120
C -0.535 -0.008 0.101
C -1.909 0.385 0.459
C -0.285 -1.489 0.454
C 1.149 -1.678 -0.462
C 2.000 -0.434 0.078
H 1.541 2.627 0.471
H 1.179 2.238 -1.156
H -0.046 2.451 -0.167
H -1.837 0.036 1.689
H -2.125 1.497 0.239
H -3.270 0.692 -1.321
H -0.259 -1.421 1.521
H -1.157 -1.939 0.009
H 1.427 -3.016 -0.295
H 0.577 -1.394 -1.585
H 2.382 -0.671 1.071
H 2.519 -0.286 -0.758
O -3.085 -0.332 -0.382



64
Properties=species:S:1:pos:R:3 method="wB97M-V/def2-TZVPD" e_tot_ha=-1753.07941 e_above_lowest_kcal_mol=0.0 orbital_gap_ev="2.90 / 2.88" charge=+2
P 0.156 -1.866 -3.842
P -0.014 1.320 -3.731
C -0.238 -0.944 -5.408
C 0.257 0.504 -5.380
H -1.329 -0.985 -5.527
H 0.214 -1.496 -6.241
H 1.335 0.556 -5.580
H -0.257 1.108 -6.137
C -1.608 2.180 -4.085
H -1.815 2.872 -3.257
H -2.411 1.434 -4.129
H -1.556 2.736 -5.032
C 1.122 2.755 -3.945
H 0.933 3.280 -4.893
H 2.153 2.378 -3.921
H 0.973 3.439 -3.098
C -0.989 -3.290 -4.066
H -0.776 -4.029 -3.280
H -0.871 -3.750 -5.059
H -2.017 -2.922 -3.939
C 1.720 -2.689 -4.372
H 2.516 -1.936 -4.425
H 1.598 -3.181 -5.347
H 1.990 -3.433 -3.609
Pb 0.041 -0.616 2.924
C 0.640 1.163 1.198
C -0.744 1.082 1.107
C -1.502 0.267 0.095
C -1.894 -1.213 0.431
C -0.875 -2.091 1.094
C 0.502 -1.996 0.872
C 1.168 -1.079 -0.113
C 1.584 0.371 0.337
C 0.049 -2.146 4.432
H 1.093 1.938 1.817
H -1.351 1.743 1.724
H -1.002 0.285 -0.873
H -2.444 0.798 -0.063
H -2.785 -1.178 1.065
H -2.246 -1.679 -0.499
H -1.264 -2.832 1.790
H 1.177 -2.629 1.447
H 0.577 -0.998 -1.025
H 2.103 -1.569 -0.394
H 2.557 0.317 0.836
H 1.807 0.939 -0.577
H 0.796 -1.816 5.156
H 0.338 -3.048 3.895
H -0.960 -2.185 4.846
C -2.382 1.053 4.821
C -1.024 1.548 5.152
C -0.587 2.444 6.168
C 0.847 2.510 6.059
C 1.214 1.660 4.993
C 2.560 1.304 4.467
N 0.074 1.148 4.447
H -3.109 1.535 5.478
H -2.529 -0.030 4.940
H -2.700 1.267 3.793
H -1.266 2.957 6.860
H 1.587 3.088 6.632
H 3.075 2.187 4.080
H 3.205 0.884 5.244
H 2.587 0.573 3.647



17
Properties=species:S:1:pos:R:3 method="wB97M-V/def2-TZVPD" e_tot_ha=-660.31274 e_above_lowest_kcal_mol=82.2 orbital_gap_ev="7.12 / 8.06" charge=+1
C 2.073 -2.698 0.611
C 0.969 -0.836 -0.482
C -1.087 0.543 -0.857
C -1.256 1.972 -0.285
N -0.403 -0.389 0.045
O 1.088 -2.086 0.099
O -1.015 1.923 1.074
I 2.618 0.550 -0.216
H 3.128 -2.162 0.639
H 1.790 -3.645 1.020
H -0.448 0.516 -1.721
H -1.917 0.016 -1.311
H -0.419 2.612 -0.626
H -2.266 2.563 -0.581
H -0.893 -1.312 0.080
H -0.204 0.127 0.930
H -1.758 2.307 1.583



18
Properties=species:S:1:pos:R:3 method="wB97M-V/def2-TZVPD" e_tot_ha=-1009.77218 multiplicity=2 e_above_lowest_kcal_mol=34.2 orbital_gap_ev="7.52 / 4.45" charge=+1 s2=0.75
S -3.084 0.335 -0.845
S -1.848 0.757 0.768
C -1.090 -0.959 1.127
C -0.192 -1.298 -0.059
C 0.676 -0.354 -0.776
N 1.642 0.462 -0.001
C 1.333 1.916 0.267
H -2.698 -0.867 -1.103
H -1.731 -1.842 1.417
H -0.405 -0.718 1.964
H -0.743 -1.935 -0.804
H 0.516 -2.087 0.276
H 1.286 -0.870 -1.439
H 0.053 0.360 -1.376
H 2.605 0.445 -0.443
H 0.345 2.073 0.743
H 1.295 2.449 -0.664
H 2.039 2.134 0.950



14
Properties=species:S:1:pos:R:3 method="wB97M-V/def2-TZVPD" e_tot_ha=-990.69087 smiles="CC=O.CSS" e_above_lowest_kcal_mol=12.4 orbital_gap_ev=9.68 charge=0
C 2.543 -0.242 2.296
S 2.238 1.505 2.779
S 0.922 1.266 4.315
H 3.323 -0.643 2.932
H 1.611 -0.787 2.403
H 2.930 -0.170 1.280
H 1.753 0.941 5.316
O -2.669 0.821 -1.643
C -2.005 0.393 -2.545
C -2.320 -0.803 -3.398
H -1.087 0.932 -2.866
H -2.060 -0.515 -4.417
H -1.785 -1.698 -3.093
H -3.394 -0.999 -3.360



104
Properties=species:S:1:pos:R:3 method="wB97M-V/def2-TZVPD" e_tot_ha=-5665.12424 multiplicity=2 e_above_lowest_kcal_mol=21.2 orbital_gap_ev="5.15 / 6.62" charge=0 s2=0.77
Hg 1.304 1.800 0.898
C 2.655 -3.066 2.320
C 1.321 -2.862 1.680
C 0.274 -3.722 1.867
C -0.979 -3.447 1.270
N -1.176 -2.336 0.620
N -0.155 -1.497 0.424
B -0.518 -0.291 -0.363
N -1.787 0.378 -0.055
N -2.661 0.414 -1.074
C -3.823 0.971 -0.903
C -4.165 1.598 0.317
C -3.286 1.557 1.367
C -3.588 2.205 2.678
C -2.048 0.890 1.177
S -0.860 0.780 2.379
C -4.799 0.792 -2.058
C -5.166 -0.703 -2.093
C -4.133 1.182 -3.382
C -6.074 1.617 -1.875
N 0.032 -0.177 -1.710
N 0.260 -1.350 -2.325
C 0.689 -1.357 -3.551
C 0.919 -0.150 -4.253
C 0.766 1.050 -3.612
C 1.083 2.346 -4.284
C 0.319 1.042 -2.263
S 0.195 2.441 -1.318
C 0.831 -2.734 -4.186
C -0.584 -3.200 -4.569
C 1.711 -2.696 -5.438
C 1.434 -3.717 -3.175
C 1.106 -1.728 0.846
S 2.353 -0.706 0.335
C -2.151 -4.418 1.259
C -3.453 -3.670 1.571
C -1.959 -5.555 2.262
C -2.227 -4.993 -0.166
H 2.596 -3.815 3.110
H 3.012 -2.123 2.738
H 3.389 -3.384 1.578
H 0.402 -4.596 2.491
H -5.104 2.121 0.422
H -4.534 2.743 2.634
H -2.786 2.892 2.952
H -3.637 1.449 3.463
H -4.282 -1.301 -2.311
H -5.919 -0.883 -2.864
H -5.571 -1.025 -1.131
H -3.203 0.630 -3.516
H -3.908 2.250 -3.397
H -4.805 0.956 -4.212
H -6.642 1.294 -1.001
H -6.709 1.484 -2.752
H -5.846 2.680 -1.780
H 1.247 -0.164 -5.283
H 1.552 2.171 -5.251
H 1.743 2.939 -3.650
H 0.171 2.929 -4.424
H -1.063 -2.476 -5.231
H -1.195 -3.305 -3.672
H -0.539 -4.164 -5.082
H 1.217 -2.182 -6.264
H 1.918 -3.717 -5.761
H 2.665 -2.206 -5.237
H 0.846 -3.726 -2.258
H 2.456 -3.427 -2.924
H 1.449 -4.723 -3.599
H -3.412 -3.228 2.569
H -4.299 -4.360 1.532
H -3.616 -2.873 0.848
H -1.775 -5.168 3.266
H -1.129 -6.205 1.976
H -2.863 -6.164 2.296
H -2.423 -4.191 -0.879
H -3.030 -5.730 -0.235
H -1.288 -5.477 -0.444
C 3.668 3.441 5.989
As 4.464 2.087 4.842
C 5.586 1.051 6.046
C 5.730 3.079 3.753
S 3.121 0.936 3.770
H 4.433 3.925 6.597
H 2.929 2.966 6.631
H 3.167 4.181 5.368
H 6.274 1.703 6.584
H 6.144 0.321 5.463
H 4.948 0.519 6.749
H 6.468 3.578 4.380
H 5.181 3.813 3.166
H 6.222 2.384 3.075
C 2.912 6.059 1.136
C 2.965 4.558 0.824
C 2.980 4.345 -0.689
C 1.783 3.869 1.493
H 3.745 6.586 0.666
H 2.946 6.245 2.211
H 1.983 6.478 0.743
H 3.894 4.148 1.235
H 2.023 4.643 -1.124
H 3.153 3.295 -0.930
H 3.769 4.938 -1.157
H 0.859 4.410 1.273
H 1.911 3.829 2.575



78
Properties=species:S:1:pos:R:3 method="wB97M-V/def2-TZVPD" e_tot_ha=-2077.34040 multiplicity=3 orbital_gap_ev="6.68 / 5.58" charge=0 s2=2.04
O 1.553 -0.541 -3.385
C 0.712 0.087 -4.018
C 0.593 1.551 -4.141
C 0.402 2.339 -2.991
H 0.195 1.862 -2.025
C 0.488 3.725 -3.107
H 0.417 4.350 -2.212
C 0.692 4.303 -4.371
H 0.816 5.389 -4.452
C 0.655 3.510 -5.524
H 0.703 4.013 -6.494
C 0.568 2.125 -5.416
H 0.477 1.484 -6.292
H -0.208 -0.485 -4.308
C -2.311 -1.325 -2.022
C -2.713 0.032 -1.502
H -2.824 -1.525 -2.976
H -2.472 -2.113 -1.292
H -1.230 -1.272 -2.197
C -3.138 1.030 -2.330
C -4.567 1.187 -2.774
H -2.404 1.715 -2.773
H -4.669 1.419 -3.841
H -5.000 2.024 -2.217
H -5.145 0.288 -2.539
Au -1.824 0.604 0.156
Cl -3.325 0.978 2.004
C -0.141 0.496 3.383
O 1.042 0.262 3.132
N -0.832 -0.005 4.432
C -0.197 -0.986 5.287
C -2.045 0.603 4.943
H -0.746 1.151 2.734
H 0.571 -1.515 4.720
H -0.969 -1.675 5.641
H 0.260 -0.512 6.168
H -2.515 1.193 4.142
H -1.840 1.246 5.813
H -2.730 -0.193 5.258
H 4.544 1.896 -2.337
H 3.382 2.003 0.339
C 3.449 1.822 -2.271
C 2.718 1.187 0.028
N 3.048 0.796 -1.328
H 3.065 1.573 -3.265
C 3.207 -0.503 -1.652
O 2.959 -1.446 -0.889
H 2.825 0.325 0.691
H 3.630 -0.655 -2.657
H 3.042 2.783 -1.950
H 1.687 1.552 0.119
H 0.048 -5.675 0.537
H 2.193 -5.083 -0.613
C -0.435 -4.939 -0.121
C 1.706 -4.252 -1.145
N 0.500 -3.865 -0.424
H -1.320 -4.520 0.364
C 0.266 -2.603 0.018
O -0.751 -2.242 0.612
H 2.390 -3.394 -1.218
H 1.106 -1.919 -0.233
H -0.710 -5.459 -1.048
H 1.439 -4.606 -2.154
C 1.840 3.615 2.768
C 0.657 4.101 1.916
C -0.416 4.675 2.847
C 1.163 5.217 0.993
C 0.086 2.954 1.166
C -0.424 1.955 0.650
H 2.181 4.399 3.454
H 2.694 3.343 2.141
H 1.573 2.734 3.358
H -0.018 5.495 3.455
H -1.262 5.060 2.272
H -0.782 3.896 3.522
H 1.966 4.851 0.347
H 0.357 5.611 0.368
H 1.572 6.064 1.561



15
Properties=species:S:1:pos:R:3 method="wB97M-V/def2-TZVPD" e_tot_ha=-324.85904 multiplicity=3 e_above_lowest_kcal_mol=15.9 orbital_gap_ev="8.84 / 6.89" charge=+1 s2=2.01
C -1.323 0.571 0.284
C -0.508 1.373 -0.421
C -0.812 -0.760 0.660
C 0.807 1.401 0.017
C 0.691 -0.793 0.365
N 1.001 -0.776 -1.047
O 1.214 0.476 0.783
H -2.413 0.745 0.568
H -0.951 2.158 -0.816
H -1.198 -0.997 1.652
H -1.350 -1.452 0.075
H 1.383 2.239 -0.261
H 1.237 -1.500 0.874
H 0.333 -1.310 -1.560
H 1.889 -1.377 -1.173